(1)
DFT (the ωB97M-V functional and the def2-TZVPD basis) results for a 8-piece molecular cluster, C32H77N3O8 overall in a non-equilibrium geometry.

```
120
Properties=species:S:1:pos:R:3
C 0.662 1.047 5.363
O 1.569 -0.036 5.127
H 0.837 1.514 6.334
H 0.748 1.783 4.559
H -0.362 0.678 5.347
H 2.438 0.372 5.178
C 0.477 -1.435 1.974
O -0.329 -1.618 0.798
H 0.333 -2.298 2.644
H 1.482 -1.277 1.600
H 0.137 -0.690 2.697
H 0.250 -2.001 0.129
C -2.643 -4.225 1.008
O -2.681 -3.217 0.002
H -3.083 -3.840 1.929
H -3.195 -5.089 0.642
H -1.612 -4.534 1.183
H -1.825 -2.774 0.021
C 1.419 -4.689 0.587
O 1.690 -3.621 -0.317
H 0.967 -5.525 0.048
H 2.319 -4.988 1.125
H 0.688 -4.356 1.322
H 2.522 -3.789 -0.768
C -2.412 -1.605 4.440
O -1.870 -2.340 5.542
H -3.363 -2.106 4.249
H -2.509 -0.537 4.662
H -1.821 -1.604 3.526
H -2.549 -2.317 6.220
C -5.551 4.104 3.677
C -4.611 3.321 2.762
C -4.810 3.882 1.351
C -3.737 3.383 0.399
C -2.344 3.694 0.893
C -2.119 3.150 2.326
N -3.251 3.634 3.126
O -3.024 3.482 4.519
C -1.955 1.634 2.271
C -0.857 3.792 2.859
C -5.020 1.839 2.837
H -5.512 3.720 4.702
H -6.590 3.946 3.382
H -5.287 5.160 3.727
H -5.794 3.546 1.007
H -4.836 4.973 1.377
H -3.888 3.769 -0.616
H -3.886 2.308 0.241
H -2.114 4.763 0.895
H -1.539 3.266 0.287
H -2.649 1.085 1.630
H -1.035 1.419 1.711
H -1.932 1.143 3.242
H -0.660 3.522 3.896
H 0.017 3.309 2.385
H -0.746 4.830 2.555
H -4.420 1.259 3.545
H -4.857 1.344 1.880
H -6.042 1.720 3.193
H -2.804 4.372 4.810
C 6.809 -1.454 -3.290
C 5.463 -1.372 -2.530
C 4.920 -2.812 -2.363
C 5.434 -3.518 -1.119
C 5.134 -2.678 0.092
C 5.883 -1.343 0.044
N 5.646 -0.734 -1.248
O 6.025 0.625 -1.329
C 5.235 -0.468 1.130
C 7.360 -1.504 0.369
C 4.487 -0.579 -3.393
H 7.522 -2.044 -2.715
H 7.226 -0.455 -3.432
H 6.664 -1.856 -4.295
H 3.842 -2.856 -2.533
H 5.353 -3.312 -3.236
H 6.504 -3.734 -1.198
H 5.003 -4.528 -1.136
H 5.350 -3.129 1.061
H 4.065 -2.440 0.089
H 4.149 -0.413 1.039
H 5.494 -0.905 2.099
H 5.605 0.556 1.096
H 7.503 -2.249 1.157
H 7.906 -1.869 -0.505
H 7.867 -0.581 0.646
H 4.277 -1.079 -4.340
H 4.938 0.383 -3.655
H 3.531 -0.382 -2.899
H 5.170 1.068 -1.352
C -1.180 -1.447 -4.352
C -2.374 -0.657 -3.812
C -2.318 -0.655 -2.272
C -1.319 0.343 -1.718
C -1.557 1.741 -2.319
C -1.587 1.746 -3.843
N -2.514 0.709 -4.279
O -2.611 0.718 -5.696
C -2.218 3.090 -4.246
C -0.202 1.717 -4.487
C -3.649 -1.438 -4.162
H -0.260 -1.103 -3.865
H -1.022 -1.291 -5.422
H -1.223 -2.522 -4.180
H -3.330 -0.453 -1.911
H -2.095 -1.651 -1.887
H -0.281 0.045 -1.852
H -1.554 0.502 -0.662
H -0.717 2.325 -1.929
H -2.466 2.192 -1.919
H -3.260 3.165 -3.922
H -1.731 3.933 -3.743
H -2.167 3.303 -5.315
H 0.332 2.654 -4.338
H 0.404 0.870 -4.161
H -0.326 1.593 -5.566
H -3.562 -2.455 -3.777
H -3.975 -1.430 -5.201
H -4.493 -1.025 -3.593
H -3.541 0.889 -5.866
```

Calculated values
Kohn-Sham gap   8.47 eV
HOMO energy   -8.082 eV
Maximum force   1.883 eV Å⁻¹
LUMO energy   0.4 eV
SMILES string   CC1(C)CCCC(C)(C)N1O.CC1(C)CCCC(C)(C)N1O.CC1(C)CCCC(C)(C)N1O.CO.CO.CO.CO.CO

***

(2)
DFT (the ωB97M-V functional and the def2-TZVPD basis) results for one molecule with the formula C20H23N5OS in a non-equilibrium geometry.

```
50
Properties=species:S:1:pos:R:3
N 1.142 0.228 -0.561
N 2.428 -1.428 0.586
N -2.157 0.995 -2.401
O -1.707 -0.197 3.286
S -2.907 -0.457 -5.154
C 2.166 -0.143 0.189
C 3.541 -1.631 1.252
C -1.875 1.291 -1.146
C -4.029 -1.648 -5.828
C -4.746 -2.279 -4.871
C -4.330 -1.934 -3.539
C 4.417 -0.556 1.687
C -2.858 -0.238 -2.371
C -3.388 -0.924 -3.558
C 2.363 2.014 0.055
C -3.041 -0.615 -1.076
C 4.088 0.751 1.371
C 1.243 1.622 -0.612
N 2.966 0.905 0.558
N -2.433 0.338 -0.274
C -0.627 -0.637 4.141
C 3.825 -3.041 1.662
C 4.849 1.984 1.828
C -1.400 -0.238 1.903
C -1.109 2.476 -0.617
C 0.277 2.594 -1.262
C -2.571 0.407 1.197
H -4.190 -1.751 -6.904
H -5.473 -3.078 -5.115
H -4.749 -2.369 -2.631
H 5.300 -0.714 2.287
H 2.656 3.051 0.168
H -3.596 -1.474 -0.732
H -0.201 -1.574 3.812
H 0.186 0.108 4.162
H -1.062 -0.748 5.110
H 4.779 -3.117 2.161
H 3.873 -3.594 0.725
H 3.050 -3.426 2.292
H 5.675 1.727 2.499
H 4.179 2.644 2.346
H 5.238 2.482 0.954
H -1.281 -1.252 1.541
H -0.468 0.276 1.697
H -1.680 3.373 -0.790
H -0.975 2.438 0.466
H 0.184 2.444 -2.369
H 0.641 3.626 -1.111
H -3.493 -0.136 1.439
H -2.722 1.426 1.549
```

Calculated values
Kohn-Sham gap   7.67 eV
HOMO energy   -7.313 eV
Maximum force   2.034 eV Å⁻¹
LUMO energy   0.4 eV
SMILES string   COCCn1cc(-c2cccs2)nc1CCc1cn2c(C)cc(C)nc2n1

***

(3)
DFT (the ωB97M-V functional and the def2-TZVPD basis) results for C5H5NO as an isolated structure.

```
12
Properties=species:S:1:pos:R:3
O -0.348 -0.283 1.576
C -1.005 -1.097 0.680
C -0.367 1.249 -0.972
C 0.746 1.033 -0.080
C 0.772 -0.311 0.607
C -0.018 -1.319 -0.189
N 0.702 1.072 -1.602
H -2.074 -1.260 0.770
H -1.432 1.373 -1.127
H 1.217 1.881 0.414
H 1.710 -0.592 1.096
H 0.095 -1.747 -1.173
```

Calculated values
Kohn-Sham gap   10.16 eV
HOMO energy   -9.080 eV
Maximum force   0.515 eV Å⁻¹
LUMO energy   1.1 eV

***

(4)
DFT (the ωB97M-V functional and the def2-TZVPD basis) results for one molecule with the formula C3H2BrF6N in a non-equilibrium geometry.

```
13
Properties=species:S:1:pos:R:3
C -0.205 1.322 0.419
C -1.143 -0.779 -0.667
C 1.228 -0.622 0.222
N -0.029 -0.039 0.021
F -0.954 1.424 1.561
F -0.728 2.138 -0.474
F -2.196 -0.783 0.168
F -1.592 -0.238 -1.810
F 1.565 -0.834 1.445
F 1.360 -1.771 -0.364
Br 2.786 0.489 -0.465
H 0.898 1.621 0.750
H -0.988 -1.929 -0.806
```

Calculated values
Kohn-Sham gap   11.39 eV
HOMO energy   -11.075 eV
Maximum force   4.385 eV Å⁻¹
LUMO energy   0.3 eV
SMILES string   FC(F)N(C(F)F)C(F)(F)Br

***

(5)
DFT (the ωB97M-V functional and the def2-TZVPD basis) results for C6H7NO as an isolated structure in a non-equilibrium geometry.

```
15
Properties=species:S:1:pos:R:3
C 1.226 -0.700 -0.793
C -0.486 -0.105 0.588
C -1.867 0.454 0.459
C 0.011 -1.158 -0.290
O 2.334 -1.474 -1.004
N -2.617 0.144 -0.509
C 0.828 0.897 0.364
C 1.418 1.946 0.521
H 2.301 -2.240 -0.420
H 1.193 0.071 -1.558
H -3.545 0.561 -0.439
H -0.237 -0.269 1.640
H -2.137 1.181 1.237
H -0.399 -2.152 -0.382
H 1.978 2.843 0.587
```

Calculated values
Kohn-Sham gap (alpha / beta)   7.88 / 7.88 eV
HOMO energy (alpha / beta)   -7.686 / -7.688 eV
Maximum force   3.067 eV Å⁻¹
LUMO energy (alpha / beta)   0.2 / 0.2 eV

***

(6)
DFT (the ωB97M-V functional and the def2-TZVPD basis) results for a 6-piece molecular cluster, C5H23N3O5 overall in a non-equilibrium geometry.

```
36
Properties=species:S:1:pos:R:3
C -1.412 -1.100 2.655
C -1.332 -0.161 1.462
C 0.066 0.478 1.491
C 0.190 2.066 1.709
N -0.118 2.001 -1.096
C -0.910 2.843 -0.310
N -0.812 2.848 0.991
N -1.533 -0.817 0.152
H -0.641 -1.918 2.557
H -2.391 -1.567 2.728
H -1.059 -0.627 3.629
H -2.119 0.612 1.511
H 0.643 0.183 0.578
H 0.717 0.080 2.296
H 0.129 2.336 2.769
H 1.211 2.340 1.242
H -0.052 1.051 -0.781
H -0.463 1.939 -2.079
H -1.445 3.673 -0.794
H -2.335 -1.475 0.088
H -0.695 -1.263 -0.256
H 0.684 -2.211 -1.651
H -0.565 -3.184 -1.550
O 0.175 -2.874 -1.109
H 3.047 -2.852 0.537
H 1.715 -2.895 -0.296
O 2.627 -2.535 -0.218
H -2.021 0.385 -1.749
H -3.412 0.325 -1.228
O -2.819 0.950 -1.744
H 2.007 -0.415 -2.045
H 2.597 -1.770 -2.626
O 1.763 -1.237 -2.539
H 2.177 2.022 -1.585
H 3.432 1.252 -1.046
O 2.953 1.518 -1.694
```

Calculated values
Kohn-Sham gap   9.26 eV
HOMO energy   -8.895 eV
Maximum force   8.811 eV Å⁻¹
LUMO energy   0.4 eV
SMILES string   C[C@H](N)CC/N=C\N.O.O.O.O.O

***

(7)
DFT (the ωB97M-V functional and the def2-TZVPD basis) results for C25H24N6O4RuS8 as an isolated structure in a non-equilibrium geometry.

```
68
Properties=species:S:1:pos:R:3
Ru 0.082 0.311 0.218
S -2.738 -0.816 -2.420
S -2.191 0.238 -3.941
S -0.016 0.411 -3.918
S 0.667 -0.571 -2.347
O -2.751 -6.708 -1.266
C -1.470 -6.715 -0.821
O -0.909 -7.768 -0.681
C -0.849 -5.402 -0.539
C 0.538 -5.345 -0.402
C 1.185 -4.161 -0.136
C 0.463 -2.965 0.022
C -0.928 -3.028 -0.119
C -1.569 -4.214 -0.395
N 1.028 -1.724 0.261
C 2.309 -1.550 0.411
C 2.862 -0.248 0.376
C 4.243 -0.020 0.511
C 4.735 1.258 0.477
C 3.839 2.317 0.316
C 2.496 2.032 0.184
N 2.009 0.791 0.187
H -3.056 -5.807 -1.420
H 1.095 -6.264 -0.526
H 2.264 -4.159 -0.068
H -1.486 -2.108 -0.041
H -2.652 -4.200 -0.468
H 2.983 -2.393 0.543
H 4.887 -0.880 0.642
H 5.796 1.447 0.571
H 4.177 3.342 0.298
H 1.773 2.824 0.055
O -1.444 -0.156 3.997
S -0.220 -0.468 3.226
N 0.203 0.568 2.232
C -3.780 -1.860 1.676
N -3.789 -0.443 1.997
C -4.708 0.070 2.993
C -2.793 0.302 1.496
C -2.724 1.755 1.854
O -1.985 -0.231 0.713
H -4.655 -2.342 2.103
H -2.879 -2.336 2.072
H -3.782 -1.984 0.592
H -5.470 -0.678 3.196
H -5.198 0.976 2.638
H -4.183 0.291 3.926
H -3.000 1.929 2.889
H -3.376 2.328 1.191
H -1.698 2.082 1.705
S -2.181 7.023 1.760
C -2.026 5.701 0.783
S -0.539 4.792 0.616
C -1.373 3.607 -0.433
N -2.606 3.924 -0.609
N -2.977 5.077 0.033
C -4.342 5.445 -0.127
C -4.767 6.769 -0.115
C -6.106 7.056 -0.330
C -7.024 6.041 -0.545
C -6.598 4.721 -0.542
C -5.264 4.420 -0.335
S -0.576 2.296 -1.172
H -4.060 7.562 0.061
H -6.431 8.088 -0.334
H -8.065 6.273 -0.732
H -7.306 3.918 -0.701
H -4.920 3.396 -0.348
```

Calculated values
Spin multiplicity   2
Expectation value of S²   0.758
Kohn-Sham gap (alpha / beta)   4.85 / 5.04 eV
HOMO energy (alpha / beta)   -4.124 / -4.316 eV
Maximum force   2.958 eV Å⁻¹
LUMO energy (alpha / beta)   0.7 / 0.7 eV
Net charge   -1

***

(8)
DFT (the ωB97M-V functional and the def2-TZVPD basis) results for C36H37GeN8Sc as an isolated structure in a non-equilibrium geometry.

```
83
Properties=species:S:1:pos:R:3
Sc -0.400 0.477 -0.067
C -1.871 -0.889 4.004
C -1.023 -0.170 4.824
C -0.078 0.727 4.440
C 0.141 0.792 3.048
N -0.591 0.003 2.192
C -1.600 -0.780 2.673
C 1.043 1.808 2.417
C 1.748 2.752 3.134
C 2.126 3.938 2.512
C 1.855 4.036 1.180
C 1.298 3.008 0.438
N 0.793 1.928 1.108
C 1.205 3.038 -1.013
C 1.981 3.870 -1.847
C 1.803 3.834 -3.205
C 0.763 3.106 -3.707
C 0.079 2.238 -2.854
N 0.310 2.173 -1.545
H -2.653 -1.564 4.318
H -1.102 -0.286 5.899
H 0.457 1.335 5.158
H -2.278 -1.263 1.970
H 1.791 2.669 4.215
H 2.425 4.733 3.179
H 1.955 4.951 0.546
H 2.727 4.492 -1.446
H 2.282 4.490 -3.941
H 0.562 3.099 -4.803
H -0.718 1.556 -3.215
C -5.374 -0.517 -2.631
N -3.981 -0.926 -2.292
C -3.477 -2.217 -2.769
C -3.146 -0.108 -1.640
N -1.992 -0.483 -1.130
N -3.584 1.224 -1.412
C -3.096 2.142 -0.475
N -3.681 3.366 -0.467
N -2.058 1.898 0.261
H -5.896 -1.453 -2.862
H -5.350 0.229 -3.485
H -5.831 -0.056 -1.770
H -4.246 -2.620 -3.371
H -3.293 -2.865 -1.905
H -2.562 -2.119 -3.292
H -1.838 -1.413 -1.518
H -4.450 1.571 -1.906
H -4.403 3.623 -1.083
H -3.075 4.190 -0.263
H -1.786 2.698 0.840
C -0.804 -4.109 0.967
Ge 0.468 -2.583 0.728
C 1.699 -2.361 2.322
C 2.819 -1.570 2.350
C 3.598 -1.532 3.493
C 3.250 -2.213 4.638
C 2.074 -2.993 4.631
C 1.297 -3.062 3.473
C 0.885 -2.401 -1.115
C 0.308 -3.207 -2.043
C 0.682 -3.217 -3.390
C 1.553 -2.300 -3.911
C 2.003 -1.284 -3.015
C 2.862 -0.237 -3.454
C 3.405 0.679 -2.609
C 3.055 0.612 -1.219
C 2.211 -0.337 -0.764
C 1.672 -1.341 -1.620
H -1.823 -4.006 0.656
H -0.831 -4.288 2.061
H -0.389 -5.019 0.499
H 3.160 -1.100 1.446
H 4.508 -0.927 3.440
H 3.830 -2.097 5.540
H 1.662 -3.571 5.491
H 0.381 -3.620 3.441
H -0.510 -3.884 -1.700
H 0.214 -3.949 -4.045
H 1.925 -2.417 -4.984
H 3.030 -0.179 -4.499
H 4.161 1.277 -2.976
H 3.658 1.299 -0.625
H 2.073 -0.326 0.350
```

Calculated values
Spin multiplicity   2
Expectation value of S²   0.759
Kohn-Sham gap (alpha / beta)   5.48 / 7.18 eV
HOMO energy (alpha / beta)   -14.217 / -15.989 eV
Maximum force   3.198 eV Å⁻¹
LUMO energy (alpha / beta)   -8.7 / -8.8 eV
Net charge   +3

***

(9)
DFT (the ωB97M-V functional and the def2-TZVPD basis) results for C14H28ClFI2O9S2 as an isolated structure.

```
57
Properties=species:S:1:pos:R:3
C -0.527 -1.032 1.433
C -0.998 -0.997 -0.001
I 0.436 -1.779 -1.283
C -2.177 -0.560 -0.448
I -2.643 -0.716 -2.480
C -3.188 0.040 0.531
S -2.758 1.776 1.018
O -3.918 2.378 1.561
O -1.524 1.825 1.709
F -2.525 2.333 -0.413
O -3.263 -0.712 1.740
S -4.392 -1.879 1.593
O -5.346 -1.651 2.610
O -3.770 -3.130 1.423
O -4.956 -1.375 0.188
C -4.707 0.056 0.206
Cl -5.379 0.957 -1.110
H -0.367 -0.034 1.821
H 0.422 -1.553 1.496
H -1.237 -1.585 2.044
H -5.236 0.430 1.080
C 2.286 2.395 2.095
C 2.098 1.139 2.932
C 2.973 1.158 4.173
O 2.386 -0.023 2.155
H 3.324 2.470 1.760
H 1.651 2.360 1.209
H 2.039 3.292 2.664
H 1.049 1.051 3.222
H 4.024 1.197 3.878
H 2.834 0.251 4.761
H 2.770 2.017 4.815
H 3.314 0.019 1.884
C 7.885 1.156 2.111
C 6.678 0.400 2.640
C 7.087 -0.837 3.424
O 5.793 0.044 1.573
H 8.460 0.522 1.430
H 7.570 2.039 1.554
H 8.542 1.471 2.922
H 6.093 1.058 3.283
H 7.637 -1.528 2.780
H 6.206 -1.361 3.796
H 7.722 -0.577 4.272
H 6.269 -0.542 0.975
C -5.554 0.097 -7.048
C -4.392 -0.788 -6.626
C -4.558 -2.213 -7.129
O -4.250 -0.776 -5.204
H -6.490 -0.284 -6.630
H -5.415 1.113 -6.680
H -5.653 0.129 -8.133
H -3.460 -0.372 -7.010
H -5.466 -2.658 -6.714
H -3.714 -2.829 -6.818
H -4.629 -2.243 -8.217
H -5.057 -1.138 -4.821
```

Calculated values
Kohn-Sham gap   9.00 eV
HOMO energy   -8.861 eV
Maximum force   0.987 eV Å⁻¹
LUMO energy   0.1 eV

***

(10)
DFT (the ωB97M-V functional and the def2-TZVPD basis) results for one molecule with the formula C9H14ClOP in a non-equilibrium geometry.

```
26
Properties=species:S:1:pos:R:3
C -1.016 -0.728 -0.102
C -2.075 0.072 -0.216
C -0.782 -2.108 0.042
C -1.901 1.507 -0.405
C 0.548 -2.449 0.796
C 1.709 -1.848 0.077
C 1.704 -0.335 0.367
C 0.494 0.325 -0.385
C 0.380 3.243 -0.622
O -0.135 1.730 1.808
P -0.256 1.793 0.347
Cl -3.765 -0.598 0.118
H -1.533 -2.520 0.769
H -0.709 -2.709 -0.863
H -1.811 1.593 -1.515
H -2.756 2.132 -0.076
H 0.612 -2.139 1.921
H 0.653 -3.620 0.683
H 2.712 -2.359 0.388
H 1.536 -2.013 -0.924
H 1.648 -0.198 1.377
H 2.558 0.228 0.038
H 0.803 0.496 -1.421
H 0.923 2.721 -1.351
H -0.494 3.833 -0.814
H 0.953 3.952 -0.036
```

Calculated values
Kohn-Sham gap   9.91 eV
HOMO energy   -9.237 eV
Maximum force   5.641 eV Å⁻¹
LUMO energy   0.7 eV
SMILES string   C[P@@]1(=O)CC(Cl)=C2CCCC[C@@H]21

***

(11)
DFT (the ωB97M-V functional and the def2-TZVPD basis) results for one molecule with the formula C2H6N2 in a non-equilibrium geometry.

```
10
Properties=species:S:1:pos:R:3
C -1.290 1.109 0.571
N -0.280 0.492 -0.251
C 0.592 -0.459 0.147
N 1.193 -1.249 -0.660
H -2.249 0.592 0.620
H -1.484 2.109 0.177
H -0.934 1.301 1.584
H -0.444 0.559 -1.244
H 0.788 -0.449 1.228
H 2.119 -1.440 -0.285
```

Calculated values
Kohn-Sham gap   9.84 eV
HOMO energy   -8.786 eV
Maximum force   1.209 eV Å⁻¹
LUMO energy   1.1 eV
SMILES string   [H]/N=C/NC

***

Which formula does entry 1 have? C32H77N3O8

***

The highest maximum force belongs to which entry? C5H23N3O5

***

maximum force of number 11 (C2H6N2)? 1.209 eV Å⁻¹